(1)
An isolated ion of composition C6H11N2 and charge +1 at a distorted geometry. Source: the Open Molecules 2025 dataset; level of theory: wB97M-V/def2-TZVPD.

Geometry as XYZ:
```
19
C6H11N2 (wB97M-V/def2-TZVPD)
C -1.26963 -1.58024 -2.83612
N -1.10598 -0.98570 -1.60265
C -0.76696 -0.57627 -0.58801
C -0.64725 0.44733 0.66591
N -0.81415 1.68020 0.04764
C 0.49002 0.58252 1.80629
C 1.86518 0.92582 1.27694
C 1.54405 -0.49992 1.63021
H -1.52675 -2.64540 -2.57631
H -2.03319 -1.04821 -3.40844
H -0.24017 -1.43745 -3.34925
H -1.66463 0.25282 1.21511
H -1.74293 1.88312 -0.23335
H -0.01760 2.18257 -0.28209
H -0.03785 0.63515 2.71757
H 2.43009 1.28461 2.10813
H 2.22088 1.18131 0.35465
H 1.36867 -1.08031 0.67407
H 1.94818 -1.20195 2.37968
```

Its net charge is +1. The maximum force comes out at 5.69 eV Å⁻¹. The value obtained for the energy above the lowest of the compared OMol25 structures with the same formula, charge and spin is 450.4 kJ/mol. Its structure (SMILES) is C[N+]#C[C@H](N)C1CC1. The HOMO-LUMO gap comes out at 10.114 eV.

***

(2)
An isolated ion of composition C6H11N2 and charge +1 at a distorted geometry. Source: the Open Molecules 2025 dataset; level of theory: wB97M-V/def2-TZVPD.

Geometry as XYZ:
```
19
C6H11N2 (wB97M-V/def2-TZVPD)
C -0.67608 2.46350 -0.31889
C 0.61741 1.67426 -0.60522
C 0.99057 0.63363 0.44713
C 0.30611 -0.65050 0.27771
C -0.71570 -1.00181 -0.53184
N -0.97400 -2.35234 -0.29841
C -0.13839 -2.81459 0.58750
N 0.67400 -1.82374 0.92270
H -0.54448 3.36495 0.27062
H -1.37873 1.83707 0.24492
H -1.17942 2.67707 -1.25934
H 1.47058 2.27144 -0.92656
H 0.38993 1.18454 -1.56297
H 0.91608 1.00515 1.47307
H 2.07199 0.49958 0.37205
H -1.26371 -0.53575 -1.32989
H -1.77904 -2.87736 -0.60851
H -0.09908 -3.73323 1.14375
H 1.31197 -1.82187 1.70217
```

Its net charge is +1. The maximum force comes out at 1.65 eV Å⁻¹. The value obtained for the energy above the lowest of the compared OMol25 structures with the same formula, charge and spin is 31.2 kJ/mol. Its structure (SMILES) is CCCc1c[nH]c[nH+]1. The HOMO-LUMO gap comes out at 11.031 eV.

***

(3)
An isolated ion of composition C6H11N2 and charge +1 at a distorted geometry. Source: the Open Molecules 2025 dataset; level of theory: wB97M-V/def2-TZVPD.

Geometry as XYZ:
```
19
C6H11N2 (wB97M-V/def2-TZVPD)
C -1.16512 2.10180 -2.14777
C -0.92169 1.47358 -0.97935
C -0.98693 0.05419 -0.77043
N -1.47507 -1.06125 -1.16697
C -0.89312 -1.02885 0.18213
C 0.46172 -1.73793 0.48974
N 1.11051 -0.86065 1.53887
C 1.86728 0.40744 1.50453
H -1.22030 3.21209 -2.07578
H -1.32462 1.47583 -3.08638
H -0.54270 2.09277 -0.12893
H -1.98348 -1.58954 -1.78576
H -1.67103 -1.14481 0.89696
H 0.39945 -2.68145 0.93615
H 1.14842 -1.80558 -0.29180
H 1.07110 -1.07055 2.57689
H 1.36296 1.08844 0.73625
H 1.96450 0.72388 2.50299
H 2.79812 0.35060 1.06869
```

Its net charge is +1. The maximum force comes out at 4.98 eV Å⁻¹. The value obtained for the energy above the lowest of the compared OMol25 structures with the same formula, charge and spin is 517.7 kJ/mol. Its structure (SMILES) is C=CC1=[NH+][C@H]1CNC. The HOMO-LUMO gap comes out at 6.381 eV.

***

(4)
An isolated ion of composition C6H11N2O and charge +1 at a distorted geometry. Source: the Open Molecules 2025 dataset; level of theory: wB97M-V/def2-TZVPD.

Geometry as XYZ:
```
20
C6H11N2O (wB97M-V/def2-TZVPD)
C -1.75908 -0.90750 0.36281
C -0.28532 -0.40111 2.10745
C -0.74762 -0.51038 -0.70941
C -0.13926 0.80756 -0.58911
C 0.43134 -1.48185 -0.77504
C 1.27467 1.23646 -0.88346
N -1.46905 -0.94432 1.53970
N 0.25296 0.69219 1.64568
O -1.09861 1.67007 -0.52716
H -2.70816 -1.23088 0.02379
H 0.02161 -1.03303 2.97299
H -1.23094 -0.34466 -1.74470
H 1.01823 -1.51545 -1.62378
H 0.05699 -2.47428 -0.61228
H 1.03354 -1.23822 0.03021
H 1.38177 2.27276 -1.10651
H 1.68364 0.71504 -1.83482
H 2.02784 1.07683 -0.12496
H 1.07168 1.09965 2.15411
H -0.81623 2.51112 -0.30551
```

Its net charge is +1. The maximum force comes out at 4.46 eV Å⁻¹. The value obtained for the energy above the lowest of the compared OMol25 structures with the same formula, charge and spin is 313.9 kJ/mol. The HOMO-LUMO gap comes out at 9.887 eV.

***

(5)
An isolated ion of composition C6H11N2O and charge +1 at a distorted geometry. Source: the Open Molecules 2025 dataset; level of theory: wB97M-V/def2-TZVPD.

Geometry as XYZ:
```
20
C6H11N2O (wB97M-V/def2-TZVPD)
C 1.29212 -1.49357 -1.14950
C 1.63917 -0.61275 -0.25346
C 0.46456 0.46578 0.45150
C 1.19966 1.77558 0.83806
C -0.33538 -0.44653 1.46466
O -1.52157 -0.76013 0.72383
C -1.51858 -0.14466 -0.42193
N -2.45016 -0.54245 -1.26482
N -0.50959 0.69259 -0.57163
H 2.04940 -2.22961 -1.58632
H 0.22777 -1.43835 -1.53097
H 2.48424 -0.49300 0.36802
H 1.83602 2.28395 0.09844
H 1.74089 1.62338 1.71603
H 0.44040 2.48790 1.29524
H -0.05224 -1.48518 1.75126
H -0.60977 0.13376 2.36804
H -2.69797 -0.14626 -2.24230
H -3.13148 -1.11824 -0.87058
H -0.54751 1.44778 -1.18357
```

Its net charge is +1. The maximum force comes out at 4.81 eV Å⁻¹. The value obtained for the energy above the lowest of the compared OMol25 structures with the same formula, charge and spin is 204.2 kJ/mol. Its structure (SMILES) is C=C[C@]1(C)COC(=[NH2+])N1. The HOMO-LUMO gap comes out at 10.920 eV.

***

(6)
An isolated ion of composition C6H11N2O5 and charge +1 at a distorted geometry. Source: the Open Molecules 2025 dataset; level of theory: wB97M-V/def2-TZVPD.

Geometry as XYZ:
```
24
C6H11N2O5 (wB97M-V/def2-TZVPD)
C 0.11384 -2.12044 1.75092
N 0.40296 -0.98571 0.84113
O 0.17520 0.12562 1.78009
C 1.66650 -0.62019 0.11023
O 2.72083 -0.36700 0.91339
C 1.21367 0.43047 -1.00796
O 0.77245 1.62873 -0.41404
C -0.52097 1.66547 -0.52300
O -1.11345 2.75457 -0.14423
N -1.09475 0.65091 -1.09587
C -2.53658 0.62110 -1.34012
C -0.03720 -0.16816 -1.62496
O -0.25099 -1.08938 -2.34826
H 0.04990 -2.94704 1.05754
H 1.05066 -2.27917 2.46544
H -0.80536 -2.04489 2.25191
H 0.82656 -0.09143 2.42748
H 1.81038 -1.64780 -0.30994
H 2.63455 0.56439 1.04414
H 2.06326 0.44637 -1.75076
H -0.55601 3.54444 -0.09578
H -2.55836 0.10688 -2.25796
H -3.08963 0.27012 -0.47170
H -2.93749 1.55215 -1.25769
```

Its net charge is +1. The maximum force comes out at 5.16 eV Å⁻¹. The value obtained for the energy above the lowest of the compared OMol25 structures with the same formula, charge and spin is 58.3 kJ/mol. Its structure (SMILES) is CN(O)[C@H](O)[C@@H]1OC(O)=[N+](C)C1=O. The HOMO-LUMO gap comes out at 9.365 eV.